Here is C46H48Cl2IrN3P3 as an isolated structure from the OMol25 dataset. Energies are from ωB97M-V/def2-TZVPD.

The geometry in XYZ format:
```
103
Properties=species:S:1:pos:R:3:lowdin_charge:R:1
Ir 0.523 -0.422 0.395 0.777
N 0.774 -2.720 0.750 -0.055
C -0.354 -3.512 1.269 -0.212
C -0.950 -2.911 2.542 -0.149
C -2.005 -1.838 2.274 -0.194
N -1.419 -0.560 1.834 0.032
H 1.092 -3.160 -0.113 0.084
H 1.543 -2.794 1.419 0.082
H -0.015 -4.531 1.486 0.144
H -1.117 -3.574 0.491 0.097
H -0.150 -2.505 3.165 0.103
H -1.437 -3.705 3.108 0.139
H -2.585 -1.685 3.192 0.148
H -2.690 -2.201 1.505 0.102
H -1.075 -0.074 2.662 0.065
H -2.165 0.015 1.448 0.089
N -1.401 -0.100 -2.512 -0.319
P -0.469 0.888 -1.461 0.820
C -1.663 2.077 -0.761 -0.410
C -1.429 2.541 0.531 -0.145
C -2.245 3.519 1.070 -0.043
C -3.310 4.016 0.331 -0.018
C -3.548 3.547 -0.953 -0.024
C -2.718 2.589 -1.511 -0.080
C 0.393 1.920 -2.684 -0.371
C 0.767 1.406 -3.927 -0.126
C 1.243 2.254 -4.909 -0.035
C 1.396 3.610 -4.647 -0.012
C 1.075 4.115 -3.394 -0.029
C 0.593 3.275 -2.406 -0.081
P -1.628 -1.780 -2.338 1.097
C -2.050 -2.333 -4.020 -0.344
C -3.360 -2.696 -4.345 -0.053
C -3.634 -3.140 -5.626 -0.015
C -2.622 -3.295 -6.563 0.010
C -1.322 -2.917 -6.244 -0.025
C -1.034 -2.453 -4.973 -0.090
C -3.110 -2.016 -1.315 -0.395
C -3.890 -0.973 -0.824 -0.082
C -5.110 -1.267 -0.239 -0.027
C -5.528 -2.586 -0.107 -0.001
C -4.724 -3.628 -0.554 -0.021
C -3.506 -3.347 -1.142 -0.114
H -1.368 0.198 -3.486 0.078
H -0.586 2.138 1.088 0.048
H -2.055 3.892 2.064 0.110
H -3.953 4.772 0.757 0.130
H -4.379 3.939 -1.520 0.129
H -2.886 2.253 -2.523 0.117
H 0.681 0.349 -4.134 0.073
H 1.489 1.863 -5.883 0.124
H 1.784 4.267 -5.410 0.131
H 1.181 5.169 -3.192 0.128
H 0.340 3.675 -1.435 0.111
H -4.160 -2.592 -3.630 0.111
H -4.656 -3.373 -5.889 0.133
H -2.835 -3.730 -7.529 0.138
H -0.534 -3.023 -6.972 0.127
H -0.013 -2.216 -4.706 0.098
H -3.584 0.054 -0.956 0.084
H -5.745 -0.462 0.102 0.129
H -6.483 -2.801 0.349 0.134
H -5.047 -4.653 -0.454 0.132
H -2.878 -4.149 -1.506 0.121
C 5.206 -2.357 3.825 -0.010
C 4.878 -2.385 2.474 -0.041
C 3.941 -1.498 1.975 -0.137
C 3.314 -0.593 2.833 -0.344
C 3.659 -0.554 4.186 -0.076
C 4.584 -1.458 4.680 -0.017
P 2.046 0.524 2.127 1.077
C 3.007 1.994 1.636 -0.350
C 3.780 2.662 2.590 -0.058
C 4.466 3.807 2.227 -0.021
C 4.410 4.266 0.917 -0.015
C 3.629 3.608 -0.029 -0.045
C 2.946 2.458 0.323 -0.108
C 1.015 1.030 3.530 -0.381
C 0.502 2.328 3.604 -0.077
C -0.395 2.653 4.607 -0.029
C -0.784 1.701 5.539 -0.006
C -0.256 0.416 5.484 -0.028
C 0.617 0.072 4.469 -0.123
H 5.976 -3.013 4.206 0.132
H 5.358 -3.090 1.813 0.121
H 3.696 -1.496 0.921 0.023
H 3.212 0.163 4.857 0.113
H 4.829 -1.447 5.732 0.131
H 3.836 2.299 3.605 0.116
H 5.055 4.333 2.963 0.131
H 4.998 5.125 0.625 0.129
H 3.564 3.987 -1.037 0.113
H 2.345 1.926 -0.407 0.053
H 0.826 3.077 2.895 0.117
H -0.786 3.657 4.675 0.127
H -1.489 1.959 6.315 0.133
H -0.527 -0.313 6.233 0.129
H 1.016 -0.934 4.413 0.103
Cl 4.959 -1.227 -1.367 0.633
C 3.647 -1.581 -2.504 -0.880
Cl 2.082 -1.015 -1.875 0.549
H 3.568 -2.658 -2.661 0.054
H 3.824 -1.045 -3.437 0.056
```

Values from the calculation:
Total charge   +4
<S²>   0.7893
Relative energy (zero: lowest compared OMol25 entry of this formula, charge and spin)   3.273 eV
2S+1   2
Largest force on an atom   0.05572 Eh/bohr